Record 1
35
Properties=species:S:1:pos:R:3:mulliken_spin:R:1 method="wB97M-V/def2-TZVPD" e_homo_ev="-5.9 / -5.8" total_charge=0 e_above_lowest_kj_mol=0.0 spin_multiplicity=5 s_squared=6.057 lumo_ha="-0.035 / -0.125" gap_ev="4.962 / 2.358" e_tot_ha=-2124.54207
C 0.7440 1.1388 -1.5161 0.031
C -0.6782 1.0331 -1.0425 0.071
C -0.9923 0.6044 0.2001 -0.006
Fe -1.5051 -1.0089 -1.1655 3.310
C -0.7633 -2.0809 0.1816 0.013
O -0.3197 -2.7253 1.0092 -0.003
C -0.1484 -1.4849 -2.3377 -0.001
O 0.6899 -1.7718 -3.0534 -0.002
C -3.5019 -1.2480 -0.4821 0.120
C -3.0935 -2.4468 -1.1722 0.067
C -2.7564 -2.0867 -2.5299 0.106
C -2.9590 -0.6619 -2.6831 0.096
C -3.4316 -0.1467 -1.4155 0.116
H 1.1632 2.1276 -1.3158 0.004
H 1.3807 0.4183 -1.0003 0.007
H 0.8217 0.9308 -2.5850 0.001
H -1.4549 1.4928 -1.6611 -0.003
H -0.2183 0.2284 0.8656 0.022
H -1.9960 0.6879 0.6110 -0.002
H -3.8111 -1.1924 0.5613 0.003
H -3.0830 -3.4484 -0.7409 0.000
H -2.4011 -2.7639 -3.3096 0.005
H -2.8589 -0.1019 -3.6171 0.007
H -3.7594 0.8760 -1.2210 0.007
O 2.7227 2.2099 0.4853 0.013
C 2.9592 1.7238 1.5928 0.005
C 2.2851 2.1552 2.7730 0.005
C 2.5662 1.5601 3.9585 -0.001
N 3.4564 0.5767 4.1269 0.010
C 4.1062 0.1751 3.0292 -0.003
C 3.9184 0.6863 1.7871 0.007
H 1.5655 2.9516 2.6979 -0.001
H 2.0512 1.8798 4.8514 0.000
H 4.8251 -0.6163 3.1785 0.000
H 4.4766 0.3282 0.9393 0.000

***

Record 2
39
Properties=species:S:1:pos:R:3:mulliken_spin:R:1 method="wB97M-V/def2-TZVPD" e_homo_ev="-14.5 / -14.5" total_charge=+2 spin_multiplicity=2 s_squared=0.780 lumo_ha="-0.372 / -0.366" gap_ev="4.340 / 4.502" e_tot_ha=-1990.32588
O -1.0629 -2.8030 -3.6110 0.000
C -0.3521 -1.8947 -3.6069 -0.008
Ti 0.9904 -0.0711 -3.6595 0.815
O 3.1939 -1.6606 -1.7790 0.032
C 2.4361 -1.1176 -2.4728 -0.012
C 2.2002 1.6695 -3.7096 -0.016
O 2.8488 2.6318 -3.7746 -0.001
C -0.3271 1.0733 -5.0053 0.036
O -0.3922 2.0719 -5.6445 0.099
C 1.8428 -0.7392 -5.5040 -0.007
O 2.3187 -1.0657 -6.5102 0.049
H -1.0741 0.1239 -4.8601 0.025
C -1.9807 -2.4708 3.7325 0.000
C -0.6526 -1.7440 3.7830 0.000
N -0.5801 -0.5786 2.8898 0.000
C -0.2516 0.7168 3.5150 0.000
C 1.1096 1.2808 3.1524 0.000
C -0.5192 -0.8569 1.5453 -0.001
O -0.5122 -2.0300 1.1553 0.000
C -0.4813 0.2134 0.4797 0.001
C -0.9804 1.5209 0.5744 0.005
C -0.8424 2.3798 -0.5170 -0.002
C -0.2909 1.9139 -1.7110 0.010
N 0.0902 0.6219 -1.8178 -0.025
C -0.0148 -0.2362 -0.7661 -0.004
H -2.7973 -1.7929 4.0004 0.000
H -1.9640 -3.2942 4.4528 0.000
H -2.1453 -2.8779 2.7326 0.000
H -0.4703 -1.3677 4.7913 0.000
H 0.1486 -2.4440 3.5098 0.000
H -1.0473 1.4381 3.2795 0.000
H -0.3000 0.5309 4.5951 0.000
H 1.2038 1.4593 2.0773 0.000
H 1.2331 2.2335 3.6782 0.000
H 1.8974 0.5969 3.4860 0.000
H -1.4745 1.8557 1.4872 0.000
H -1.1469 3.4218 -0.4557 0.000
H -0.1450 2.5626 -2.5814 0.001
H 0.2917 -1.2713 -0.9312 0.004

***

Record 3
34
Properties=species:S:1:pos:R:3:nbo_charge:R:1 method="wB97M-V/def2-TZVPD" e_homo_ev=-8.2 total_charge=0 e_above_lowest_kj_mol=131.3 smiles="O=c1[nH]c2ccc(CNC3CC3)cc2n2cccc12" lumo_ha=0.018 gap_ev=8.648 e_tot_ha=-820.08110
O 0.2201 -4.9563 1.8718 -0.596
C 0.2903 -3.8485 1.3812 0.631
C -1.6577 -3.3420 -1.7399 -0.276
C -1.2610 -4.2558 -0.6912 -0.221
C -1.0639 -2.1312 -1.5164 -0.059
C -0.4188 -3.5314 0.1492 0.015
C 1.8608 -0.6009 2.1042 -0.253
C 2.0048 0.6499 1.5248 -0.151
C 0.5437 0.0848 -0.2765 -0.242
C 1.0745 -1.5655 1.4748 0.121
C 0.4141 -1.2451 0.2649 0.196
C 1.3605 1.0451 0.3525 -0.058
N 0.9130 -2.8444 2.0812 -0.586
N -0.3172 -2.2416 -0.3551 -0.335
N 0.4642 3.3411 0.1835 -0.632
C 1.5520 2.4188 -0.2669 -0.233
C -1.2625 2.9972 -1.6476 -0.441
C -1.8864 4.0151 -0.7216 -0.418
C -0.9212 2.9920 -0.1395 -0.074
H -2.3192 -3.5800 -2.5967 0.230
H -1.5385 -5.2762 -0.5682 0.239
H -1.1771 -1.2478 -2.1494 0.224
H 2.4353 -0.8145 3.0043 0.218
H 2.6570 1.3670 2.0045 0.199
H 0.0064 0.3812 -1.1982 0.223
H 1.4733 -3.0678 2.9238 0.427
H 0.6112 3.5576 1.1603 0.365
H 1.5650 2.3198 -1.3555 0.203
H 2.5359 2.8209 0.0298 0.209
H -0.4508 3.2820 -2.3073 0.217
H -1.8402 2.1797 -2.0631 0.210
H -1.5572 5.0780 -0.8171 0.232
H -2.9930 3.8463 -0.5524 0.221
H -1.3174 2.1724 0.4517 0.192

***

Record 4
39
Properties=species:S:1:pos:R:3:nbo_charge:R:1 method="wB97M-V/def2-TZVPD" e_homo_ev=-7.1 total_charge=0 lumo_ha=-0.016 gap_ev=6.616 e_tot_ha=-1522.29853
Pt -0.2427 1.4693 -0.2525 0.873
O -0.1758 0.7672 -2.2706 -0.759
C 0.8766 1.1113 -2.9457 0.392
C 0.7129 1.7583 -4.1891 -0.289
C 1.7859 2.0595 -4.9900 -0.171
C 3.0807 1.7423 -4.5820 -0.277
C 3.2790 1.1569 -3.3545 -0.143
C 2.2134 0.8478 -2.4947 -0.223
C 2.4639 0.3645 -1.1750 0.112
N 1.5315 0.1990 -0.2825 -0.266
N 1.6707 -0.5002 0.8312 -0.437
C 0.7907 -0.2378 1.7833 0.555
O 0.0501 0.8071 1.7882 -0.726
C 0.5915 -1.2623 2.8170 -0.054
C -0.5015 -1.1574 3.6789 -0.216
C -0.7649 -2.1568 4.5939 -0.211
C 0.0600 -3.2672 4.6657 -0.205
C 1.1554 -3.3718 3.8219 -0.218
C 1.4231 -2.3785 2.9010 -0.188
H -0.2991 1.9809 -4.4988 0.215
H 1.6266 2.5468 -5.9407 0.208
H 3.9224 1.9692 -5.2204 0.210
H 4.2842 0.9354 -3.0274 0.203
H 3.4971 0.1596 -0.8990 0.195
H -1.1374 -0.2873 3.6085 0.233
H -1.6178 -2.0795 5.2536 0.209
H -0.1491 -4.0500 5.3797 0.211
H 1.7950 -4.2398 3.8844 0.213
H 2.2638 -2.4476 2.2308 0.240
N -2.0465 -0.4529 -0.1120 -0.657
N -3.2894 0.1559 -0.0511 -0.418
C -3.4734 1.4921 -0.0792 0.297
N -4.7612 1.8983 -0.1638 -0.782
S -2.3061 2.6905 -0.0194 -0.081
H -1.7953 -0.7780 -1.0431 0.392
H -1.9331 -1.1784 0.5854 0.382
H -4.1208 -0.4237 -0.1577 0.370
H -5.5250 1.2717 0.0324 0.393
H -4.9344 2.8866 -0.1077 0.421

***

Record 5
41
Properties=species:S:1:pos:R:3:nbo_charge:R:1 method="wB97M-V/def2-TZVPD" e_homo_ev=-8.2 total_charge=0 smiles="O=C(CSc1nnc(Nc2ccccc2)s1)NCCN1C(=O)CSC1=O" lumo_ha=0.012 gap_ev=8.561 e_tot_ha=-2274.73103
O -1.4904 -2.4047 1.6646 -0.628
C -2.5097 -1.9716 1.1666 0.665
N -2.9701 -0.7275 1.3815 -0.631
C -2.1795 0.2351 2.1196 -0.226
H -2.4148 0.1728 3.1888 0.202
H -1.1233 -0.0250 1.9905 0.232
C -2.4458 1.6587 1.6435 -0.234
N -2.1144 1.8575 0.2438 -0.494
C -0.8797 2.3233 -0.1369 0.721
O 0.0041 2.5897 0.6335 -0.575
C -0.8047 2.4749 -1.6347 -0.642
H -0.0595 1.7814 -2.0268 0.279
H -0.5312 3.4927 -1.9110 0.255
S -2.4298 2.0518 -2.3057 0.270
C -3.0543 1.5969 -0.7301 0.565
O -4.1504 1.1539 -0.5138 -0.614
H -1.8259 2.3499 2.2194 0.244
H -3.5037 1.9048 1.7708 0.220
H -3.7702 -0.3792 0.8681 0.427
C -3.3461 -2.7964 0.2019 -0.606
H -4.4126 -2.7221 0.4024 0.244
H -3.0205 -3.8363 0.2191 0.242
S -3.1056 -2.1213 -1.4918 0.293
C -1.4160 -1.7241 -1.3191 -0.160
N -0.9868 -0.5205 -1.2400 -0.280
N 0.3181 -0.4048 -1.0485 -0.383
C 0.9339 -1.5448 -0.9540 0.269
N 2.2446 -1.7342 -0.7413 -0.592
C 3.2285 -0.7778 -0.4733 0.229
C 2.9360 0.5607 -0.2347 -0.275
C 3.9644 1.4470 0.0296 -0.173
C 5.2804 1.0180 0.0572 -0.238
C 5.5698 -0.3169 -0.1739 -0.193
C 4.5519 -1.2130 -0.4359 -0.272
H 4.7787 -2.2555 -0.6122 0.204
H 6.5920 -0.6640 -0.1491 0.215
H 6.0770 1.7167 0.2620 0.214
H 3.7255 2.4819 0.2205 0.218
H 1.9141 0.8992 -0.2417 0.257
H 2.5629 -2.6931 -0.7544 0.406
S -0.1370 -2.9339 -1.1543 0.346

***

Record 6
36
Properties=species:S:1:pos:R:3:nbo_charge:R:1 method="wB97M-V/def2-TZVPD" e_homo_ev=-7.8 total_charge=0 e_above_lowest_kj_mol=0.0 lumo_ha=-0.036 gap_ev=6.769 e_tot_ha=-3475.60146
Au 0.2896 0.6647 -0.5533 0.601
Br -0.4565 -7.2621 -0.8128 0.061
C -0.8506 -5.4086 -0.8212 -0.082
C 0.1803 -4.4916 -0.6832 -0.219
C -0.1120 -3.1401 -0.6774 -0.209
C -1.4286 -2.7088 -0.8382 0.179
C -2.4566 -3.6431 -0.9622 -0.242
C -2.1671 -4.9972 -0.9504 -0.233
N -1.6388 -1.3284 -0.8375 -0.396
C -2.5451 -0.7504 -1.4943 0.083
C -2.6702 0.7134 -1.3463 0.159
C -3.7309 1.3786 -1.9443 -0.223
C -3.8534 2.7495 -1.7907 -0.146
C -2.9129 3.4154 -1.0265 -0.248
C -1.8754 2.6879 -0.4673 0.074
N -1.7362 1.3710 -0.6265 -0.466
H 1.2005 -4.8317 -0.5733 0.234
H 0.6716 -2.3997 -0.5714 0.248
H -3.4863 -3.3164 -1.0300 0.214
H -2.9579 -5.7294 -1.0334 0.230
H -3.2557 -1.2492 -2.1593 0.169
H -4.4509 0.8139 -2.5211 0.226
H -4.6695 3.2847 -2.2568 0.228
H -2.9620 4.4824 -0.8665 0.234
H -1.1149 3.1740 0.1273 0.223
C 3.3385 -1.4674 -2.0776 -0.619
C 2.5419 -0.1708 -2.1845 0.100
C 3.3586 0.9148 -2.8778 -0.623
O 2.1935 0.2620 -0.8890 -0.889
H 3.6058 -1.8572 -3.0625 0.197
H 2.7583 -2.2262 -1.5509 0.195
H 4.2547 -1.2910 -1.5112 0.205
H 1.6579 -0.3722 -2.8077 0.131
H 4.2741 1.1011 -2.3136 0.203
H 2.7884 1.8441 -2.9127 0.205
H 3.6279 0.6292 -3.8975 0.194

***

Repeat the fourth record exactly.
39
Properties=species:S:1:pos:R:3:nbo_charge:R:1 method="wB97M-V/def2-TZVPD" e_homo_ev=-7.1 total_charge=0 lumo_ha=-0.016 gap_ev=6.616 e_tot_ha=-1522.29853
Pt -0.2427 1.4693 -0.2525 0.873
O -0.1758 0.7672 -2.2706 -0.759
C 0.8766 1.1113 -2.9457 0.392
C 0.7129 1.7583 -4.1891 -0.289
C 1.7859 2.0595 -4.9900 -0.171
C 3.0807 1.7423 -4.5820 -0.277
C 3.2790 1.1569 -3.3545 -0.143
C 2.2134 0.8478 -2.4947 -0.223
C 2.4639 0.3645 -1.1750 0.112
N 1.5315 0.1990 -0.2825 -0.266
N 1.6707 -0.5002 0.8312 -0.437
C 0.7907 -0.2378 1.7833 0.555
O 0.0501 0.8071 1.7882 -0.726
C 0.5915 -1.2623 2.8170 -0.054
C -0.5015 -1.1574 3.6789 -0.216
C -0.7649 -2.1568 4.5939 -0.211
C 0.0600 -3.2672 4.6657 -0.205
C 1.1554 -3.3718 3.8219 -0.218
C 1.4231 -2.3785 2.9010 -0.188
H -0.2991 1.9809 -4.4988 0.215
H 1.6266 2.5468 -5.9407 0.208
H 3.9224 1.9692 -5.2204 0.210
H 4.2842 0.9354 -3.0274 0.203
H 3.4971 0.1596 -0.8990 0.195
H -1.1374 -0.2873 3.6085 0.233
H -1.6178 -2.0795 5.2536 0.209
H -0.1491 -4.0500 5.3797 0.211
H 1.7950 -4.2398 3.8844 0.213
H 2.2638 -2.4476 2.2308 0.240
N -2.0465 -0.4529 -0.1120 -0.657
N -3.2894 0.1559 -0.0511 -0.418
C -3.4734 1.4921 -0.0792 0.297
N -4.7612 1.8983 -0.1638 -0.782
S -2.3061 2.6905 -0.0194 -0.081
H -1.7953 -0.7780 -1.0431 0.392
H -1.9331 -1.1784 0.5854 0.382
H -4.1208 -0.4237 -0.1577 0.370
H -5.5250 1.2717 0.0324 0.393
H -4.9344 2.8866 -0.1077 0.421